[1]
The molecule C5H11N. Source: the OMol25 dataset; level of theory: wB97M-V/def2-TZVPD.

**SMILES**: CN1CC1(C)C
**HOMO-LUMO gap**: 9.76 eV
**Electronic energy**: -251.80922 hartree
**Spin multiplicity**: 1
**LUMO level**: 1.04 eV
**Energy relative to the best compared isomer or geometry (same formula, charge and spin)**: 33.5 kcal per mole
**Max |F|**: 0.3 eV/A

Structure (XYZ):
```
17
Properties=species:S:1:pos:R:3:forces:R:3:lowdin_charge:R:1
C 0.345 -0.762 -1.749 0.0 0.0 -0.2 -0.10
N -0.282 -0.952 -0.462 0.3 -0.1 0.0 -0.12
C -1.494 -0.417 0.120 -0.2 0.0 0.0 -0.08
C -0.150 0.097 0.517 0.1 0.1 0.2 -0.55
C 0.649 -0.405 1.695 0.0 0.0 0.1 -0.03
C 0.150 1.513 0.054 0.0 0.0 0.0 -0.05
H -0.096 -0.012 -2.420 -0.1 -0.1 0.1 0.08
H 1.373 -0.447 -1.525 -0.1 -0.1 -0.3 0.09
H 0.415 -1.721 -2.269 -0.2 0.2 -0.1 0.08
H -2.041 -1.100 0.770 0.1 0.0 -0.2 0.10
H -2.136 0.284 -0.423 0.2 -0.2 -0.1 0.11
H 0.528 0.167 2.618 0.0 0.0 -0.1 0.08
H 1.708 -0.373 1.400 -0.1 0.0 0.2 0.08
H 0.398 -1.455 1.862 0.0 0.2 0.1 0.08
H -0.109 2.228 0.843 0.1 -0.1 -0.1 0.08
H 1.210 1.650 -0.191 -0.1 0.0 0.1 0.08
H -0.435 1.779 -0.834 0.1 -0.1 0.2 0.08
```
Forces are in eV/Å.

***

[2]
A cluster of 5 separate species, C19H39B3FNO11S2 in total at a distorted geometry. Source: the OMol25 dataset; level of theory: wB97M-V/def2-TZVPD.

**SMILES**: [H]/N=C\CB1OB(C[SH](=O)=O)OB(S(=O)(=O)F)O1.C1CCOC1.C1CCOC1.C1CCOC1.C1CCOC1
**HOMO-LUMO gap**: 7.46 eV
**Electronic energy**: -2600.50067 hartree
**Spin multiplicity**: 1
**LUMO level**: -1.82 eV
**Max |F|**: 9.5 eV/A

Structure (XYZ):
```
76
Properties=species:S:1:pos:R:3:forces:R:3:lowdin_charge:R:1
H 6.880 1.526 0.307 0.6 0.9 0.2 0.05
N 7.335 2.481 0.309 -1.9 1.0 -5.7 0.05
C 7.093 2.974 -0.952 0.9 -0.8 2.7 -0.18
C 6.286 2.223 -2.164 -0.1 0.0 -0.4 -0.06
B 4.654 1.997 -1.847 1.1 0.6 -0.5 -0.32
O 3.840 3.167 -1.461 -2.0 -4.5 0.2 0.19
B 2.448 2.801 -1.127 0.1 0.7 -0.5 -0.35
C 1.552 3.893 -0.237 1.0 -0.2 0.4 -0.14
S -0.191 4.141 -0.878 -3.2 6.1 -3.2 0.82
O -0.841 5.385 -0.157 2.6 -5.0 -1.6 -0.44
O -0.254 4.385 -2.436 1.2 -1.8 5.3 -0.44
O 1.804 1.542 -1.553 4.2 -1.2 1.7 0.17
B 2.789 0.436 -1.517 1.3 3.4 -2.5 -0.34
S 2.142 -1.219 -0.815 -7.1 -4.0 4.9 0.99
O 0.630 -1.421 -1.223 6.8 0.9 0.2 -0.34
O 2.170 -1.223 0.757 1.5 0.4 -6.3 -0.32
F 3.000 -2.584 -1.422 -1.2 3.1 1.0 -0.24
O 4.161 0.611 -2.032 -3.5 2.0 2.6 0.18
H 7.540 4.052 -1.201 -1.1 -2.5 0.6 0.13
H 6.332 2.905 -3.135 0.0 -1.3 2.0 0.13
H 6.768 1.178 -2.478 -0.9 2.3 1.0 0.14
H 2.114 4.923 -0.307 -1.6 -1.8 0.1 0.14
H 1.484 3.595 0.909 0.0 0.6 -2.4 0.14
H -1.007 2.996 -0.639 1.3 0.8 0.2 0.11
C 10.485 -0.637 1.751 -0.1 0.0 0.6 -0.18
C 10.929 -1.634 0.712 0.6 -0.2 -0.2 -0.18
C 9.750 -1.650 -0.236 -0.4 -0.1 -0.2 -0.21
O 9.160 -0.344 -0.189 0.2 -0.2 0.2 -0.16
C 9.727 0.372 0.917 -0.1 0.4 -0.1 -0.22
H 11.310 -0.192 2.314 -0.1 0.0 -0.1 0.12
H 9.805 -1.120 2.463 0.1 0.1 0.0 0.12
H 11.820 -1.259 0.195 -0.1 -0.1 0.0 0.12
H 11.162 -2.621 1.121 0.0 0.1 -0.1 0.12
H 8.991 -2.371 0.086 0.1 -0.1 0.0 0.12
H 10.041 -1.886 -1.263 -0.1 0.1 0.1 0.12
H 10.399 1.136 0.512 0.0 0.1 0.1 0.12
H 8.933 0.870 1.480 0.1 0.0 -0.2 0.09
C -3.385 -1.650 1.320 -0.5 -0.2 0.1 -0.18
C -2.211 -1.919 0.415 0.5 -0.3 0.0 -0.17
C -2.074 -0.607 -0.326 0.1 0.3 -0.4 -0.21
O -2.526 0.423 0.564 -0.1 -0.2 0.1 -0.15
C -3.179 -0.195 1.682 0.0 0.3 0.3 -0.20
H -3.427 -2.305 2.193 -0.1 0.2 -0.1 0.12
H -4.320 -1.767 0.758 0.0 0.0 0.1 0.10
H -1.313 -2.103 1.018 0.0 0.0 -0.1 0.12
H -2.356 -2.773 -0.252 0.0 0.1 0.0 0.12
H -2.713 -0.584 -1.215 0.0 -0.1 -0.1 0.11
H -1.043 -0.403 -0.631 -0.4 0.1 0.1 0.08
H -2.521 -0.093 2.552 -0.1 0.0 0.1 0.12
H -4.119 0.322 1.892 0.1 0.0 0.0 0.11
C -6.760 -0.268 -2.929 -0.5 0.4 0.2 -0.18
C -5.509 -0.943 -2.428 0.6 0.1 0.1 -0.19
C -5.825 -2.405 -2.657 -0.1 -0.4 0.0 -0.21
O -6.694 -2.470 -3.796 0.1 0.3 0.2 -0.14
C -7.144 -1.143 -4.102 0.0 -0.2 -0.4 -0.21
H -6.614 0.778 -3.208 0.0 -0.1 0.0 0.12
H -7.539 -0.312 -2.159 0.1 0.0 -0.1 0.12
H -4.654 -0.644 -3.046 0.0 0.0 0.1 0.12
H -5.274 -0.715 -1.386 0.0 0.0 -0.1 0.10
H -6.360 -2.834 -1.803 0.1 0.0 0.1 0.12
H -4.929 -3.003 -2.843 -0.1 0.0 -0.1 0.12
H -6.638 -0.822 -5.019 -0.1 0.1 0.0 0.12
H -8.222 -1.152 -4.284 0.1 -0.1 0.0 0.12
C -7.603 0.000 4.110 0.0 0.6 0.2 -0.18
C -8.136 -0.774 2.932 -0.5 -0.3 -0.2 -0.18
C -6.867 -1.311 2.306 0.3 -0.1 -0.2 -0.21
O -5.923 -1.495 3.370 -0.3 0.2 0.0 -0.15
C -6.433 -0.855 4.548 0.2 -0.3 0.2 -0.20
H -8.339 0.153 4.904 0.1 0.0 -0.1 0.12
H -7.246 0.982 3.779 0.0 -0.1 0.1 0.12
H -8.758 -1.605 3.285 0.0 0.1 -0.1 0.12
H -8.730 -0.171 2.242 0.1 -0.1 0.1 0.12
H -6.438 -0.592 1.599 -0.1 0.0 -0.1 0.11
H -7.025 -2.259 1.785 0.1 0.0 0.1 0.12
H -6.753 -1.639 5.242 0.0 0.1 0.1 0.12
H -5.641 -0.270 5.022 0.0 -0.1 -0.1 0.12
```
Forces are in eV/Å.

***

[3]
A structure of composition C9H15N4O2SSe2Y at a distorted geometry. Source: the OMol25 dataset; level of theory: wB97M-V/def2-TZVPD.

**HOMO-LUMO gap**: 7.36 eV
**Electronic energy**: -5960.99808 hartree
**Spin multiplicity**: 1
**LUMO level**: 0.22 eV
**Energy relative to the best compared isomer or geometry (same formula, charge and spin)**: 7.0 kcal per mole
**Max |F|**: 1.2 eV/A

Structure (XYZ):
```
34
Properties=species:S:1:pos:R:3:forces:R:3:lowdin_charge:R:1
Y -0.765 1.670 -0.794 0.2 -0.3 -0.5 0.91
Se 1.053 0.184 0.221 0.4 -0.1 0.1 0.04
Se -2.072 1.154 3.459 0.2 0.5 -0.8 0.49
C -1.641 2.107 2.000 -0.3 -0.4 1.1 -0.96
N -1.354 2.761 1.062 -0.1 0.3 0.3 -0.12
S 0.835 3.662 -1.881 0.3 0.1 0.2 0.53
C 1.912 3.454 -0.542 -0.3 0.1 -0.2 -0.89
N 3.159 2.991 -0.638 -0.2 0.0 -0.1 0.03
C 3.679 2.620 0.682 0.0 0.0 0.0 -0.15
C 2.611 3.195 1.641 0.0 -0.1 0.0 -0.13
N 1.624 3.757 0.718 -0.1 -0.1 -0.1 0.03
H 3.383 2.480 -1.476 0.1 -0.1 0.1 0.14
H 4.662 3.056 0.848 0.0 0.0 0.0 0.11
H 3.719 1.534 0.762 0.0 0.0 0.0 0.07
H 3.006 3.969 2.296 0.0 0.0 0.0 0.12
H 2.144 2.402 2.226 0.0 0.0 0.0 0.10
H 0.658 3.906 0.980 0.0 0.0 0.1 0.10
O -2.684 0.377 -0.306 -0.3 0.1 0.2 -0.06
C -2.099 -0.521 -0.938 0.1 0.2 -0.5 -0.69
O -1.510 -0.283 -2.042 -0.1 0.0 0.1 -0.12
C -1.881 -1.873 -0.297 0.4 -0.1 0.0 -0.19
N -0.506 -2.313 -0.734 -0.3 -0.2 -0.1 0.02
C -0.507 -3.807 -0.893 0.1 0.4 -0.1 -0.10
C -1.876 -4.239 -0.378 0.0 -0.1 0.0 -0.15
C -2.770 -3.040 -0.694 -0.1 0.1 0.0 -0.11
H -1.846 -1.724 0.782 -0.1 0.0 0.0 0.16
H 0.198 -1.854 -0.104 0.2 0.0 0.1 -0.04
H -0.323 -1.804 -1.610 -0.1 -0.1 -0.1 0.13
H 0.348 -4.215 -0.361 -0.1 -0.1 0.0 0.13
H -0.400 -4.013 -1.956 0.0 -0.1 0.0 0.13
H -1.844 -4.402 0.701 0.0 0.0 0.0 0.12
H -2.204 -5.165 -0.846 0.0 0.0 0.0 0.12
H -3.701 -3.036 -0.132 0.0 0.0 0.0 0.13
H -3.010 -2.991 -1.759 0.0 0.0 0.0 0.13
```
Forces are in eV/Å.